[1]
Molecular formula: C5H8F5N3P
Method: DFT, the ωB97M-V functional and the def2-TZVPD basis

total charge = +1
Kohn-Sham gap (alpha / beta) = 7.95 / 7.95 eV
ΔE to the lowest compared entry with this formula, charge and spin = 4.068 eV

```
22
Properties=species:S:1:pos:R:3:forces:R:3
P 0.42593 0.62394 0.12294 1.6 3.6 -1.2
F -1.38167 -1.26145 -1.70945 0.0 0.2 0.0
F 0.18155 -2.72935 -1.56574 0.4 0.1 -0.1
F 1.89797 1.12161 0.65477 -2.7 -0.7 -1.2
F -1.48258 -1.48554 2.61372 0.4 0.3 -1.3
F -1.15576 -3.28361 0.59741 0.6 1.4 -0.7
N 0.67269 -0.60093 -0.94474 0.3 1.7 0.8
N -0.57997 2.56674 -0.75194 -1.0 -4.7 5.1
N -0.38391 0.15171 1.42128 -1.0 -1.1 -0.3
C -0.44718 1.14218 2.52744 -2.9 -0.6 -1.8
C -0.71196 -2.00068 0.40867 -2.4 -1.2 3.0
C 1.50306 -0.22952 -2.16244 -0.3 0.8 1.7
C -0.30131 -1.64264 -0.95955 -0.2 -0.7 -0.7
C -0.96458 -1.14346 1.43599 1.5 -0.8 -0.4
H 2.42072 -0.78240 -2.09498 0.3 -0.2 -0.3
H 1.70319 0.86592 -2.11812 0.0 -0.8 0.0
H -1.47638 1.22437 2.95652 0.9 0.2 -0.6
H 0.11936 3.00657 -1.19111 3.8 2.2 -2.2
H -1.08114 2.05724 -1.42938 -1.0 -0.8 -1.3
H 0.23659 0.86140 3.21310 2.1 -0.8 2.5
H -0.09457 1.96238 1.97680 0.0 2.2 0.3
H 0.89996 -0.42449 -3.00119 -0.4 -0.4 -1.3
```
Forces are in eV/Å.

Atom charges from the Mulliken analysis, given in e for atoms 1 to 6: P 0.28; F -0.29; F -0.27; F -0.26; F -0.22; F -0.26



[2]
Molecular formula: C3H10N2O
Method: DFT, the ωB97M-V functional and the def2-TZVPD basis

total charge = +2
Kohn-Sham gap = 11.17 eV
ΔE to the lowest compared entry with this formula, charge and spin = 0.000 eV

```
16
Properties=species:S:1:pos:R:3:forces:R:3
O 0.85812 -0.48564 -1.19803 0.8 0.5 -2.4
N 2.81871 -0.16850 0.08920 -1.7 -0.7 -3.6
N -2.37586 -0.79457 0.70442 -0.7 -0.7 -1.3
C 0.29676 -0.54818 0.00059 -3.8 -0.9 2.0
C 1.41519 0.33975 -0.21542 0.8 -2.9 0.0
C -1.60377 0.31212 0.10328 5.5 -2.2 0.9
H 0.42956 -1.55026 0.53653 -0.7 1.4 -0.4
H -1.85604 -1.30140 1.45603 -0.7 0.7 -0.4
H 1.26815 1.35746 -0.26465 0.4 2.2 -0.3
H 3.41725 -0.07024 -0.77115 -0.2 0.6 1.1
H 2.87626 -1.15847 0.28131 -0.6 -0.8 0.1
H 3.11616 0.24847 0.89042 2.0 2.1 2.8
H -2.57979 -1.54023 -0.07057 0.0 1.6 1.7
H -1.18280 1.03845 0.77280 -1.0 0.3 0.7
H -1.92649 0.70816 -0.82685 -0.4 -0.2 -0.8
H -3.25863 -0.36318 1.06246 0.3 -1.0 0.0
```
Forces are in eV/Å.

Atom charges from the Mulliken analysis, given in e for atoms 1 to 6: O -0.33; N -0.26; N -0.32; C -0.21; C -0.08; C -0.68